{"formula": "C21H22AsKN3S", "method": "ωB97M-V/def2-TZVPD", "total_charge": 1, "e_above_lowest_kj_mol": 13.6, "homo_lumo_gap_ha": 0.284, "energy_ha": -4211.4339, "elements": ["As", "K", "S", "N", "N", "N", "C", "C", "C", "C", "C", "C", "C", "C", "C", "C", "C", "C", "C", "C", "C", "C", "C", "C", "C", "C", "C", "H", "H", "H", "H", "H", "H", "H", "H", "H", "H", "H", "H", "H", "H", "H", "H", "H", "H", "H", "H", "H", "H"], "coordinates": [[0.772, 0.358, -2.407], [-0.904, 1.134, 0.086], [-2.603, 2.702, 2.952], [-1.973, 1.210, 2.377], [0.059, -0.776, 1.629], [-1.318, 0.600, 4.554], [3.989, -1.121, -5.811], [0.129, 1.588, -3.786], [1.011, -1.278, -3.468], [-2.550, 1.066, 6.614], [-1.029, -2.061, 3.330], [-0.751, -0.864, 2.691], [-3.002, 2.329, 4.623], [1.242, -0.765, -5.923], [-2.294, 1.339, 5.283], [-0.430, -3.221, 2.859], [3.390, -0.760, -7.009], [2.012, -0.591, -7.065], [-1.398, 0.415, 3.201], [0.633, -1.899, 1.192], [-4.230, 2.788, 6.638], [1.833, -1.118, -4.712], [0.423, -3.138, 1.774], [-3.992, 3.033, 5.292], [2.622, 0.982, -2.326], [3.212, -1.305, -4.674], [-3.507, 1.806, 7.298], [-0.633, -4.174, 3.333], [1.533, -0.331, -8.001], [3.685, -1.602, -3.744], [2.647, 1.979, -1.888], [0.014, -1.657, -3.687], [0.919, -4.012, 1.373], [0.037, 2.586, -3.358], [-1.714, -2.090, 4.168], [-3.691, 1.606, 8.345], [0.827, 1.628, -4.619], [3.053, 1.017, -3.324], [1.290, -1.797, 0.336], [3.990, -0.625, -7.899], [-4.983, 3.358, 7.165], [3.214, 0.315, -1.701], [-4.569, 3.784, 4.764], [0.167, -0.637, -5.979], [5.061, -1.266, -5.759], [1.475, -1.985, -2.780], [-1.999, 0.287, 7.129], [-0.847, 1.273, -4.150], [-0.820, -0.111, 5.064]]}